The ion H3IO3P with charge +1, computed with ωB97M-V/def2-TZVPD.

XYZ file:
```
8
Properties=species:S:1:pos:R:3:forces:R:3
O 0.28719 0.96339 -1.18522 -0.3 -0.9 3.4
O 0.36506 1.02148 1.29485 -3.4 0.8 -2.0
O 0.59968 -1.61049 0.34997 -1.9 4.9 -0.4
P -0.26161 0.22490 0.10294 2.3 -3.2 -1.7
I -2.59780 0.01780 0.22870 0.6 0.1 0.0
H 0.28935 1.08227 -2.12560 -0.5 -0.5 -0.9
H 1.09152 0.56579 1.59918 3.4 -1.6 1.8
H 0.22661 -2.26514 -0.26482 -0.2 0.3 -0.1
```
Forces are in eV/Å.

DFT total energy = -23573.43034 eV
Relative energy (zero: lowest compared OMol25 entry of this formula, charge and spin) = 51.7 kcal/mol
Charge = +1
Lowest unoccupied orbital energy = -6.07 eV
Orbital gap = 9.61 eV